1.
A structure of composition C19H39BeN5O6 at a distorted geometry, computed with the ωB97M-V functional and the def2-TZVPD basis.

Structure (XYZ):
```
70
C19H39BeN5O6 (the ωB97M-V functional and the def2-TZVPD basis)
Be -4.49939 -3.60510 36.20047
C -3.13208 -3.61332 40.23648
C -4.50911 -4.37697 39.97307
C -5.67153 -3.87918 40.85265
O -4.92377 -4.45750 38.63327
H -3.32224 -2.54767 40.10871
H -2.23991 -3.96089 39.71557
H -2.76233 -3.78028 41.24817
H -4.35460 -5.30967 40.51555
H -6.43169 -4.65576 40.93736
H -6.11709 -2.95218 40.49176
H -5.34218 -3.77099 41.88606
C -1.71935 -2.83347 32.57535
C -3.11787 -3.47063 32.47946
C -3.01997 -4.77938 31.70952
O -3.77605 -3.60631 33.73144
H -1.44439 -2.25275 33.45585
H -1.48629 -2.14659 31.76173
H -0.88572 -3.53234 32.50648
H -3.70728 -2.89553 31.76535
H -2.86067 -4.49980 30.66809
H -3.91953 -5.38856 31.62131
H -2.25975 -5.41366 32.16543
O -1.82378 -3.34580 36.47792
C -0.78151 -3.94589 36.41138
N -0.00045 -3.71547 35.38026
C -0.24100 -4.87390 37.48808
H -0.44679 -3.11767 34.69944
H 0.80061 -4.29673 35.17892
H 0.83024 -4.72566 37.62438
H -0.65524 -5.84052 37.20149
H -0.66709 -4.57255 38.44502
O -6.32456 -2.09081 35.46227
C -6.63169 -1.38060 34.51722
N -5.93131 -1.51875 33.39787
C -7.66456 -0.30630 34.58828
H -6.13524 -1.01678 32.54550
H -5.26310 -2.27189 33.47769
H -7.81136 0.14000 33.60475
H -7.26605 0.44610 35.26887
H -8.61769 -0.72054 34.91697
O -4.28485 -1.38079 37.54784
C -4.58505 -0.32910 38.09469
N -5.87691 -0.01892 38.24436
C -3.56662 0.66920 38.62865
H -6.60448 -0.67146 37.98954
H -6.16893 0.80814 38.74515
H -2.54632 0.39770 38.35776
H -3.65279 0.75848 39.71156
H -3.63987 1.69587 38.26994
O -6.45258 -5.09607 35.57216
C -6.72479 -5.82997 34.57654
N -5.92100 -5.81078 33.56592
C -7.91162 -6.65188 34.37275
H -5.17215 -5.13365 33.53747
H -6.42505 -5.97540 32.70632
H -8.56958 -6.25218 33.60112
H -8.42161 -6.67078 35.33590
H -7.70539 -7.71054 34.21525
N -3.61234 -5.93233 35.76163
C -2.54397 -6.28053 35.02172
C -1.84025 -7.51987 35.16681
C -2.34728 -8.50007 36.02514
C -3.56042 -8.25677 36.70641
C -4.10428 -6.98075 36.56893
H -2.03020 -5.57339 34.38738
H -0.95209 -7.68576 34.57516
H -1.81890 -9.41617 36.24416
H -3.93075 -8.82351 37.54787
H -5.00996 -6.68606 37.07814
```

Calculated values
- 2S+1: 1
- Orbital gap: 0.250 hartree
- Max |F|: 4.3 eV/Å
- Lowest unoccupied orbital energy: 0.33 eV
- Energy relative to the best compared isomer or geometry (same formula, charge and spin): 37.6 kcal per mole

In elementary charge units, the natural (NBO) charges are:
1 Be 1.643
2 C -0.628
3 C 0.128
4 C -0.618
5 O -0.966
6 H 0.190
7 H 0.192
8 H 0.183
9 H 0.099
10 H 0.199
11 H 0.187
12 H 0.182
13 C -0.634
14 C 0.114
15 C -0.619
16 O -1.037
17 H 0.201
18 H 0.206
19 H 0.185
20 H 0.110
21 H 0.201
22 H 0.197
23 H 0.189
24 O -0.655
25 C 0.691
26 N -0.818
27 C -0.728
28 H 0.416
29 H 0.393
30 H 0.220
31 H 0.245
32 H 0.250
33 O -0.695
34 C 0.682
35 N -0.810
36 C -0.702
37 H 0.391
38 H 0.456
39 H 0.211
40 H 0.243
41 H 0.242
42 O -0.640
43 C 0.684
44 N -0.812
45 C -0.722
46 H 0.421
47 H 0.386
48 H 0.248
49 H 0.233
50 H 0.226
51 O -0.687
52 C 0.672
53 N -0.793
54 C -0.726
55 H 0.452
56 H 0.373
57 H 0.233
58 H 0.249
59 H 0.240
60 N -0.498
61 C 0.055
62 C -0.284
63 C -0.154
64 C -0.286
65 C 0.065
66 H 0.215
67 H 0.218
68 H 0.215
69 H 0.234
70 H 0.247

***

2.
A cluster of 3 separate species, C19H39BrN3O8P in total, computed with the ωB97M-V functional and the def2-TZVPD basis.

Structure (XYZ):
```
71
C19H39BrN3O8P (the ωB97M-V functional and the def2-TZVPD basis)
N 4.79182 -0.84289 3.98374
C 4.33655 0.05646 3.43316
C 3.74244 1.20260 2.74516
C 4.80469 2.35029 2.66060
C 5.30230 2.76544 1.27129
C 6.42652 1.86753 0.77992
Br 7.23140 2.61306 -0.82427
C 3.09739 0.78453 1.38864
C 2.54072 -0.57184 1.44552
N 2.10222 -1.63241 1.49071
P 1.61196 1.83533 1.07205
N 0.69244 1.87107 2.30229
O 0.96770 1.26125 -0.26526
O 2.20700 3.25082 0.62615
H 2.91200 1.53564 3.37337
H 5.67915 2.01794 3.21929
H 4.43704 3.22453 3.19598
H 4.51493 2.81995 0.52702
H 5.70591 3.77678 1.34899
H 7.20733 1.75848 1.52671
H 6.08174 0.88019 0.48082
H 3.80432 0.78323 0.55850
H -0.23365 1.51857 2.08783
H 1.63073 1.02748 -0.93328
H 2.32998 3.79331 1.42210
C -3.11032 2.19110 -1.24508
O -2.59093 3.02692 -2.25481
C -1.20447 3.28679 -2.12077
C -0.49985 3.32369 -3.45675
O -0.34099 2.05897 -4.07638
C -1.46628 1.45263 -4.69013
C -1.89131 2.07869 -5.99806
O -2.53386 3.32554 -5.80075
C -2.26599 4.27227 -6.80944
H -3.17570 2.71536 -0.28478
H -4.11144 1.89217 -1.55071
H -2.49919 1.28975 -1.11898
H -0.73093 2.53110 -1.48931
H -1.07727 4.26667 -1.63955
H 0.52172 3.66210 -3.26193
H -0.96147 4.05048 -4.12798
H -2.30910 1.37853 -4.00035
H -1.13696 0.43640 -4.91957
H -2.59397 1.39315 -6.49065
H -1.01306 2.19338 -6.64332
H -1.19034 4.35754 -7.00065
H -2.63361 5.23515 -6.45901
H -2.77693 4.01801 -7.74508
C -1.11375 -2.16329 0.66484
O -1.11455 -3.47449 1.18261
C -0.39074 -3.62417 2.39728
C -1.09446 -4.56780 3.34436
O -2.27982 -4.05458 3.93063
C -3.45394 -3.97840 3.14443
C -4.12969 -5.30370 2.87523
O -3.42102 -6.07616 1.92236
C -3.45494 -7.46176 2.17153
H -0.14510 -1.90350 0.23181
H -1.87607 -2.11660 -0.11300
H -1.36703 -1.43142 1.44202
H -0.25515 -2.65516 2.88729
H 0.60026 -4.03187 2.17142
H -0.41790 -4.72591 4.18782
H -1.26628 -5.53946 2.87621
H -3.28297 -3.43203 2.21450
H -4.14880 -3.39073 3.74996
H -5.13622 -5.10014 2.48438
H -4.23136 -5.85131 3.81900
H -3.18358 -7.68707 3.20902
H -2.72502 -7.92969 1.51308
H -4.44424 -7.88449 1.96022
```

Calculated values
- 2S+1: 1
- Orbital gap: 0.322 hartree
- Max |F|: 0.7 eV/Å
- Lowest unoccupied orbital energy: -0.07 eV
- Structure (SMILES): N#C[C@H]([C@@H](C#N)CCCBr)P(=N)(O)O.COCCOCCOC.COCCOCCOC

In elementary charge units, the Mulliken charges are:
1 N -0.467
2 C -0.111
3 C 0.460
4 C -1.222
5 C -0.594
6 C -0.680
7 Br -0.173
8 C 0.373
9 C -0.645
10 N -0.368
11 P 0.682
12 N -0.767
13 O -0.403
14 O -0.560
15 H 0.371
16 H 0.558
17 H 0.314
18 H 0.414
19 H 0.520
20 H 0.436
21 H 0.311
22 H 0.558
23 H 0.296
24 H 0.317
25 H 0.338
26 C -0.691
27 O -0.336
28 C 0.050
29 C -0.459
30 O -0.430
31 C -0.335
32 C -0.569
33 O -0.295
34 C -0.770
35 H 0.332
36 H 0.256
37 H 0.257
38 H -0.126
39 H 0.411
40 H 0.452
41 H 0.130
42 H 0.160
43 H 0.383
44 H 0.389
45 H 0.339
46 H 0.345
47 H 0.230
48 H 0.329
49 C -0.790
50 O -0.406
51 C -0.468
52 C -0.397
53 O -0.437
54 C -0.279
55 C -0.563
56 O -0.293
57 C -0.770
58 H 0.331
59 H 0.381
60 H 0.331
61 H 0.310
62 H 0.377
63 H 0.401
64 H 0.159
65 H 0.093
66 H 0.386
67 H 0.377
68 H 0.345
69 H 0.345
70 H 0.230
71 H 0.327

***

3.
A structure of composition C19H39Cl2CoN3O2Se2Si4, computed with the ωB97M-V functional and the def2-TZVPD basis.

Structure (XYZ):
```
72
C19H39Cl2CoN3O2Se2Si4 (the ωB97M-V functional and the def2-TZVPD basis)
Co 1.54851 0.01331 -0.06753
O 1.87645 -5.76334 0.16830
C 1.59183 -4.71907 1.08939
C 2.23087 -3.40552 0.60669
C 1.93822 -2.42210 1.75049
O 2.33878 -1.06387 1.54661
C 1.53373 -3.01611 -0.70152
Se 2.38032 -1.58025 -1.74142
C 3.72729 -3.64812 0.39834
Se 4.78665 -2.05739 -0.04084
H 1.31445 -6.51419 0.37591
H 1.99009 -4.97077 2.08087
H 0.50864 -4.57447 1.18260
H 2.42326 -2.78254 2.66431
H 0.86194 -2.38933 1.92932
H 3.30222 -1.09310 1.31049
H 0.50500 -2.70924 -0.49204
H 1.49627 -3.88784 -1.35170
H 3.86364 -4.38075 -0.39386
H 4.15836 -4.06252 1.31336
Cl 0.51816 3.74374 -4.98890
C 1.78432 3.36467 -3.80243
Cl 1.80689 1.64095 -3.40353
H 1.57279 3.92317 -2.89968
H 2.74525 3.64171 -4.21637
C -1.69619 -2.12072 -2.27211
Si -2.17431 -0.38051 -1.72489
C -1.96565 0.75702 -3.21138
C -4.02471 -0.42246 -1.33727
Si -0.87094 0.33536 0.08239
Si -1.36589 2.61030 0.30874
C -3.18349 3.03724 0.01874
C -0.91146 3.21681 2.03601
C -0.35620 3.61252 -0.92385
Si -1.86905 -0.63968 1.95918
C -3.54149 0.09755 2.43902
C -2.18460 -2.48756 1.68292
C -0.78494 -0.45423 3.49464
H -2.31125 -2.44054 -3.11846
H -1.83244 -2.84539 -1.46521
H -0.64878 -2.15164 -2.58177
H -2.55482 0.39038 -4.05719
H -0.92212 0.81899 -3.52540
H -2.30227 1.77159 -2.98472
H -4.58661 -0.70774 -2.23180
H -4.38370 0.55584 -1.01117
H -4.26058 -1.14325 -0.55193
H -3.84101 2.48692 0.69371
H -3.48453 2.80375 -1.00492
H -3.34913 4.10674 0.17918
H -1.53665 2.75146 2.80164
H -1.03704 4.30050 2.11239
H 0.13041 2.98099 2.26487
H -0.55650 3.29068 -1.94884
H 0.70741 3.46616 -0.72234
H -0.57795 4.68076 -0.84945
H -4.25547 0.05255 1.61542
H -3.43854 1.14350 2.73544
H -3.96445 -0.44938 3.28739
H -2.93963 -2.63649 0.90734
H -2.54589 -2.96252 2.59989
H -1.28500 -3.01630 1.36033
H -0.70689 0.60137 3.76601
H 0.23276 -0.81816 3.34417
H -1.22175 -0.98745 4.34442
N 2.61484 1.69879 0.07357
C 3.38359 2.56303 0.00631
C 4.24405 3.64284 -0.09995
C 4.18460 4.41734 -1.28087
N 4.10947 5.04970 -2.24486
C 5.15854 3.94286 0.93601
N 5.90240 4.19342 1.78179
```

Calculated values
- 2S+1: 5
- Orbital gap (alpha / beta): 0.249 / 0.262 hartree
- Max |F|: 0.2 eV/Å
- Lowest unoccupied orbital energy (alpha / beta): 2.12 / 1.36 eV
- ⟨S²⟩: 6.016
- Total charge: -1

In elementary charge units, the Mulliken charges are:
1 Co 1.114
2 O -0.539
3 C -1.231
4 C 1.983
5 C -0.599
6 O -0.419
7 C -0.782
8 Se -0.296
9 C -1.509
10 Se -0.270
11 H 0.344
12 H 0.482
13 H 0.304
14 H 0.360
15 H -0.228
16 H 0.182
17 H -0.307
18 H 0.672
19 H 0.453
20 H 0.492
21 Cl -0.196
22 C -0.262
23 Cl -0.056
24 H -0.009
25 H 0.424
26 C -0.998
27 Si 0.272
28 C -0.962
29 C -1.056
30 Si 0.521
31 Si 0.113
32 C -1.089
33 C -1.102
34 C -0.384
35 Si 0.228
36 C -1.104
37 C -0.723
38 C -1.110
39 H 0.468
40 H 0.208
41 H 0.192
42 H 0.403
43 H 0.161
44 H 0.236
45 H 0.407
46 H 0.272
47 H 0.264
48 H 0.265
49 H 0.267
50 H 0.410
51 H 0.249
52 H 0.408
53 H 0.277
54 H 0.068
55 H -0.221
56 H 0.465
57 H 0.274
58 H 0.244
59 H 0.398
60 H 0.278
61 H 0.439
62 H -0.252
63 H 0.292
64 H 0.195
65 H 0.391
66 N -0.869
67 C 0.845
68 C 0.132
69 C 0.155
70 N -0.553
71 C 0.043
72 N -0.527